73
Properties=species:S:1:pos:R:3 method="wB97M-V/def2-TZVPD" orbital_gap_ev=8.3 homo_energy_ev=-7.97 total_energy_ev=-52761.571 smiles=CCOc1ccc2c(c1CCCCO)Nc1c(cc(CCCOC)c(C[C@H](O)CN)c1B(N)O)S2
C -1.186 4.815 -6.095
C -1.300 3.743 -5.008
O -0.343 3.931 -3.957
C 0.326 2.786 -3.572
C 1.675 2.759 -3.814
C 2.456 1.700 -3.448
C 1.842 0.631 -2.843
C 0.485 0.573 -2.595
C -0.273 1.694 -2.961
C -1.763 1.690 -2.646
C -1.887 1.940 -1.115
C -1.470 3.382 -0.742
C 0.010 3.518 -0.347
O 0.117 3.619 1.086
N -0.139 -0.592 -1.996
C 0.573 -1.103 -0.842
C 1.944 -1.247 -0.846
C 2.594 -1.711 0.265
C 1.913 -2.093 1.398
C 2.772 -2.588 2.555
C 2.691 -1.765 3.877
C 2.397 -0.261 3.714
O 1.127 0.027 4.294
C 0.318 0.883 3.506
C 0.524 -1.995 1.388
C -0.259 -2.451 2.604
C -0.406 -4.039 2.581
O -0.386 -4.444 1.207
C -1.692 -4.481 3.303
N -1.411 -5.078 4.629
C -0.137 -1.485 0.284
B -1.725 -1.366 0.257
N -2.634 -2.296 -0.442
O -2.281 -0.353 0.976
S 2.804 -0.791 -2.338
H -2.195 4.988 -6.491
H -0.834 5.771 -5.703
H -0.596 4.455 -6.943
H -2.299 3.844 -4.562
H -1.278 2.735 -5.438
H 2.172 3.594 -4.302
H 3.523 1.678 -3.639
H -2.298 2.504 -3.129
H -2.150 0.710 -2.935
H -2.923 1.749 -0.828
H -1.177 1.272 -0.632
H -2.022 3.638 0.173
H -1.745 4.126 -1.497
H 0.610 2.663 -0.677
H 0.378 4.470 -0.753
H 1.022 3.392 1.320
H -0.114 -1.308 -2.725
H 3.680 -1.778 0.230
H 3.803 -2.675 2.203
H 2.452 -3.612 2.792
H 1.948 -2.213 4.538
H 3.659 -1.887 4.377
H 3.142 0.274 4.326
H 2.515 0.113 2.692
H 0.902 1.593 2.909
H -0.326 1.485 4.157
H -0.341 0.327 2.825
H -1.285 -2.066 2.615
H 0.210 -2.152 3.540
H 0.514 -4.429 3.027
H -1.269 -4.712 0.938
H -2.207 -5.239 2.698
H -2.386 -3.645 3.446
H -1.603 -6.073 4.581
H -0.422 -5.034 4.851
H -2.698 -3.191 0.026
H -2.416 -2.406 -1.424
H -3.229 -0.512 1.092

***

75
Properties=species:S:1:pos:R:3 method="wB97M-V/def2-TZVPD" orbital_gap_ev="5.4 / 5.3" charge=-1 multiplicity=6 homo_energy_ev="-2.71 / -3.08" total_energy_ev=-127726.878
Fe -0.386 -0.096 0.393
C -4.636 -2.261 -3.337
C -3.949 -2.897 -2.149
O -4.171 -2.092 -0.978
P -2.909 -1.331 -0.351
S -1.551 -2.557 0.415
S -2.068 -0.005 -1.570
O -3.613 -0.471 0.802
C -4.193 -1.105 1.952
C -4.305 -0.057 3.035
H -4.544 -2.904 -4.214
H -4.180 -1.296 -3.558
H -5.694 -2.108 -3.125
H -2.876 -3.000 -2.329
H -4.347 -3.889 -1.932
H -3.539 -1.923 2.267
H -5.167 -1.516 1.672
H -3.308 0.296 3.302
H -4.788 -0.473 3.919
H -4.893 0.790 2.679
C 1.280 0.863 4.473
Sb 0.608 -0.333 2.794
C 1.306 -2.258 3.487
C 3.470 0.407 1.527
C 4.116 -0.836 1.481
C 4.649 -1.401 2.669
C 5.227 -2.650 2.689
C 5.306 -3.402 1.519
C 4.808 -2.866 0.337
C 4.229 -1.606 0.283
C 3.713 -1.084 -1.006
Sb 1.569 -1.279 -1.241
C 1.521 -0.387 -3.184
C 1.547 -3.330 -1.896
H 2.326 0.630 4.680
H 0.688 0.653 5.361
H 1.201 1.925 4.244
H 2.057 -2.112 4.264
H 1.784 -2.786 2.661
H 0.496 -2.869 3.882
H 3.455 0.963 2.454
H 3.008 0.875 0.670
H 4.568 -0.829 3.587
H 5.609 -3.052 3.620
H 5.754 -4.387 1.525
H 4.881 -3.442 -0.581
H 4.152 -1.623 -1.848
H 3.924 -0.021 -1.137
H 2.258 -0.856 -3.837
H 1.734 0.674 -3.067
H 0.525 -0.500 -3.611
H 2.297 -3.491 -2.671
H 0.556 -3.552 -2.294
H 1.737 -4.001 -1.060
C 3.453 4.776 -2.957
C 3.552 4.581 -1.473
C 4.756 4.713 -0.802
C 4.821 4.508 0.568
Cl 6.351 4.681 1.385
C 3.695 4.163 1.286
C 2.479 4.032 0.628
C 2.402 4.245 -0.742
O 1.264 4.148 -1.475
C 0.072 3.798 -0.801
C 0.088 2.390 -0.206
O -0.771 2.112 0.657
O 0.933 1.576 -0.648
H 4.438 4.954 -3.389
H 2.806 5.621 -3.199
H 3.013 3.897 -3.430
H 5.653 4.969 -1.349
H 3.761 3.983 2.350
H 1.611 3.738 1.200
H -0.716 3.827 -1.553
H -0.163 4.524 -0.018

***

87
Properties=species:S:1:pos:R:3 method="wB97M-V/def2-TZVPD" orbital_gap_ev="6.8 / 6.1" charge=+3 multiplicity=2 homo_energy_ev="-16.47 / -16.47" total_energy_ev=-93834.853
Ta 0.675 0.033 -0.639
C 5.095 0.432 1.068
Si 3.791 -0.850 1.188
C 3.892 -2.055 2.593
C 4.094 -1.907 -0.396
N 2.140 -0.027 1.147
C 1.952 0.736 2.237
C 2.831 0.793 3.385
C 2.591 1.634 4.427
C 1.470 2.488 4.409
C 0.584 2.475 3.342
C 0.824 1.607 2.303
O 0.020 1.490 1.214
C -1.066 2.428 1.127
C -0.850 3.567 0.374
C -1.885 4.494 0.287
C -3.079 4.266 0.961
C -3.248 3.118 1.724
C -2.231 2.172 1.814
H 6.068 -0.051 0.933
H 5.171 1.070 1.946
H 4.915 1.070 0.198
H 4.150 -3.049 2.228
H 2.964 -2.117 3.162
H 4.680 -1.769 3.292
H 5.396 -3.330 -0.684
H 4.712 -1.369 -1.112
H 2.862 -2.824 -1.867
H 3.703 0.167 3.436
H 3.266 1.652 5.271
H 1.294 3.164 5.235
H -0.271 3.134 3.330
H 0.111 3.746 -0.094
H -1.743 5.403 -0.280
H -3.871 5.000 0.911
H -4.175 2.951 2.256
H -2.344 1.276 2.407
N 0.017 -2.344 1.835
N 0.667 -3.496 1.400
C 1.523 -3.437 0.379
N 2.175 -4.557 0.060
N 1.626 -2.269 -0.283
N 2.765 -2.109 -1.124
O 2.438 -0.916 -1.717
O 4.615 -3.170 -0.135
H 0.289 -2.152 2.795
H -0.984 -2.496 1.810
H 0.414 -4.398 1.784
H 2.086 -5.373 0.648
H 2.974 -4.552 -0.552
N -0.326 1.468 -2.072
C -1.302 0.821 -2.992
C -0.587 -0.361 -3.575
N -0.043 -1.134 -2.406
H -0.792 2.181 -1.508
H 0.414 1.926 -2.601
H -1.666 1.500 -3.765
H -2.157 0.509 -2.402
H 0.257 -0.047 -4.173
H -1.224 -0.983 -4.203
H 0.657 -1.777 -2.762
H -0.795 -1.706 -1.999
F 1.649 1.591 -0.730
Sb 3.456 -0.264 -3.544
F 1.979 0.854 -3.173
F 4.547 0.723 -2.420
F 3.917 0.566 -5.103
F 4.551 -1.748 -3.271
F 2.232 -1.455 -4.321
C -7.692 0.727 -1.561
C -6.313 0.299 -1.155
C -5.243 1.192 -1.181
C -3.972 0.802 -0.796
C -3.773 -0.517 -0.400
C -4.826 -1.436 -0.352
C -6.082 -1.014 -0.737
S -2.286 -1.110 0.240
O -2.290 -1.079 1.666
O -1.864 -2.330 -0.396
O -1.208 0.011 -0.304
H -7.750 1.800 -1.726
H -8.419 0.451 -0.798
H -7.986 0.223 -2.484
H -5.413 2.213 -1.497
H -3.169 1.525 -0.782
H -4.668 -2.457 -0.034
H -6.905 -1.717 -0.712

***

Copy entry 1 word for word.
73
Properties=species:S:1:pos:R:3 method="wB97M-V/def2-TZVPD" orbital_gap_ev=8.3 homo_energy_ev=-7.97 total_energy_ev=-52761.571 smiles=CCOc1ccc2c(c1CCCCO)Nc1c(cc(CCCOC)c(C[C@H](O)CN)c1B(N)O)S2
C -1.186 4.815 -6.095
C -1.300 3.743 -5.008
O -0.343 3.931 -3.957
C 0.326 2.786 -3.572
C 1.675 2.759 -3.814
C 2.456 1.700 -3.448
C 1.842 0.631 -2.843
C 0.485 0.573 -2.595
C -0.273 1.694 -2.961
C -1.763 1.690 -2.646
C -1.887 1.940 -1.115
C -1.470 3.382 -0.742
C 0.010 3.518 -0.347
O 0.117 3.619 1.086
N -0.139 -0.592 -1.996
C 0.573 -1.103 -0.842
C 1.944 -1.247 -0.846
C 2.594 -1.711 0.265
C 1.913 -2.093 1.398
C 2.772 -2.588 2.555
C 2.691 -1.765 3.877
C 2.397 -0.261 3.714
O 1.127 0.027 4.294
C 0.318 0.883 3.506
C 0.524 -1.995 1.388
C -0.259 -2.451 2.604
C -0.406 -4.039 2.581
O -0.386 -4.444 1.207
C -1.692 -4.481 3.303
N -1.411 -5.078 4.629
C -0.137 -1.485 0.284
B -1.725 -1.366 0.257
N -2.634 -2.296 -0.442
O -2.281 -0.353 0.976
S 2.804 -0.791 -2.338
H -2.195 4.988 -6.491
H -0.834 5.771 -5.703
H -0.596 4.455 -6.943
H -2.299 3.844 -4.562
H -1.278 2.735 -5.438
H 2.172 3.594 -4.302
H 3.523 1.678 -3.639
H -2.298 2.504 -3.129
H -2.150 0.710 -2.935
H -2.923 1.749 -0.828
H -1.177 1.272 -0.632
H -2.022 3.638 0.173
H -1.745 4.126 -1.497
H 0.610 2.663 -0.677
H 0.378 4.470 -0.753
H 1.022 3.392 1.320
H -0.114 -1.308 -2.725
H 3.680 -1.778 0.230
H 3.803 -2.675 2.203
H 2.452 -3.612 2.792
H 1.948 -2.213 4.538
H 3.659 -1.887 4.377
H 3.142 0.274 4.326
H 2.515 0.113 2.692
H 0.902 1.593 2.909
H -0.326 1.485 4.157
H -0.341 0.327 2.825
H -1.285 -2.066 2.615
H 0.210 -2.152 3.540
H 0.514 -4.429 3.027
H -1.269 -4.712 0.938
H -2.207 -5.239 2.698
H -2.386 -3.645 3.446
H -1.603 -6.073 4.581
H -0.422 -5.034 4.851
H -2.698 -3.191 0.026
H -2.416 -2.406 -1.424
H -3.229 -0.512 1.092